{"formula": "C31H33BCl3F6N9O2S2SbSiTi", "method": "ωB97M-V with the def2-TZVPD basis set", "symbols": ["Ti", "C", "C", "C", "C", "C", "N", "N", "B", "N", "N", "C", "C", "C", "C", "C", "N", "N", "C", "C", "C", "C", "C", "H", "H", "H", "H", "H", "H", "H", "H", "H", "H", "H", "H", "H", "H", "H", "H", "H", "H", "H", "H", "H", "H", "O", "S", "O", "N", "C", "C", "C", "C", "C", "C", "C", "C", "N", "C", "C", "C", "C", "C", "C", "C", "H", "H", "H", "H", "H", "H", "H", "H", "H", "H", "H", "F", "Sb", "F", "F", "F", "F", "F", "S", "C", "N", "Cl", "Si", "Cl", "Cl"], "coordinates": [[-0.264, 0.054, -0.128], [-3.175, 1.615, -2.196], [-3.490, 0.524, -1.223], [-4.771, 0.037, -0.906], [-4.567, -0.954, 0.037], [-5.579, -1.797, 0.743], [-3.245, -1.035, 0.257], [-2.580, -0.130, -0.508], [-2.467, -2.094, 1.106], [-1.694, -1.343, 2.201], [-0.813, -0.360, 1.883], [-0.314, 0.107, 3.031], [0.777, 1.118, 3.123], [-0.903, -0.575, 4.101], [-1.755, -1.496, 3.532], [-2.583, -2.540, 4.207], [-1.521, -2.810, 0.132], [-1.010, -2.130, -0.923], [-0.418, -3.021, -1.706], [0.194, -2.659, -3.018], [-0.547, -4.303, -1.149], [-1.243, -4.125, 0.025], [-1.624, -5.136, 1.052], [-4.059, 2.236, -2.351], [-2.873, 1.198, -3.158], [-2.357, 2.239, -1.838], [-5.717, 0.366, -1.311], [-6.579, -1.490, 0.434], [-5.496, -1.682, 1.825], [-5.444, -2.854, 0.509], [-3.239, -2.863, 1.605], [1.044, 1.503, 2.149], [1.669, 0.628, 3.528], [0.496, 1.943, 3.783], [-0.677, -0.453, 5.149], [-2.465, -2.447, 5.286], [-2.254, -3.536, 3.903], [-3.641, -2.441, 3.957], [-0.110, -1.657, -3.310], [-0.116, -3.369, -3.787], [1.285, -2.687, -2.971], [-0.160, -5.231, -1.540], [-1.369, -6.129, 0.687], [-2.693, -5.100, 1.276], [-1.062, -4.953, 1.972], [3.236, -0.337, -0.511], [3.048, 1.137, -0.223], [3.713, 1.582, 0.955], [1.489, 1.448, -0.250], [1.121, 2.805, -0.145], [1.942, 3.911, -0.315], [1.443, 5.219, -0.199], [0.145, 5.461, 0.127], [-0.717, 4.375, 0.379], [-2.032, 4.552, 0.843], [-2.742, 3.454, 1.215], [-2.195, 2.180, 1.031], [-1.031, 1.958, 0.475], [-0.245, 3.047, 0.219], [3.811, 1.926, -1.629], [5.104, 2.408, -1.524], [5.740, 2.869, -2.666], [5.093, 2.812, -3.896], [3.799, 2.315, -3.990], [3.152, 1.867, -2.849], [2.987, 3.786, -0.521], [2.118, 6.052, -0.362], [-0.229, 6.472, 0.236], [-2.435, 5.553, 0.952], [-3.732, 3.549, 1.641], [-2.748, 1.311, 1.354], [5.594, 2.401, -0.557], [6.751, 3.251, -2.596], [5.607, 3.149, -4.788], [3.297, 2.245, -4.947], [2.143, 1.470, -2.889], [1.052, -1.098, 0.063], [3.168, -2.876, 2.099], [1.509, -2.862, 3.259], [3.781, -1.688, 3.614], [2.056, -4.548, 1.256], [5.250, -2.726, 1.437], [3.847, -4.299, 3.222], [-0.144, 1.631, -4.665], [-0.202, 0.998, -3.171], [-0.281, 0.534, -2.102], [3.357, -3.235, -1.062], [3.634, -1.439, -1.945], [5.606, -0.885, -1.973], [3.550, -1.905, -4.075]], "atomic_forces_ev_per_a": [[-1.2122, -2.2863, -0.4910], [0.0505, -0.1350, 0.1291], [-0.2506, -0.0595, 0.1072], [0.0068, 0.0603, -0.0367], [-0.0556, 0.1109, -0.0715], [0.1450, 0.0009, -0.0403], [-0.0457, -0.0423, -0.0052], [-0.2533, 0.2241, 0.2436], [0.3119, 0.1499, -0.2773], [-0.0987, -0.1233, 0.0828], [-0.0895, -0.0117, 0.7213], [-0.1425, -0.2904, 0.2119], [0.0707, -0.2144, 0.0421], [0.0632, 0.1644, 0.0366], [0.0101, 0.0536, 0.1137], [0.0308, 0.0262, -0.1466], [-0.1885, -0.1733, 0.0542], [0.0922, 0.0486, 0.0106], [-0.2569, -0.3025, 0.0103], [0.0774, 0.1288, 0.2282], [0.0486, 0.0236, -0.1454], [0.0171, -0.1319, -0.0108], [0.0576, 0.1838, 0.0749], [0.0208, -0.0036, 0.0139], [0.0303, 0.0657, -0.0155], [-0.0173, 0.0474, -0.0789], [0.0626, -0.0206, 0.0136], [0.0076, -0.0257, 0.0061], [-0.0195, -0.0485, -0.0311], [-0.0308, 0.0236, 0.0361], [-0.0020, 0.0601, 0.0114], [0.0362, 0.1228, -0.0802], [-0.0279, 0.0119, -0.0218], [0.0055, -0.0071, -0.0313], [0.0368, -0.0775, -0.0814], [0.0120, -0.0226, -0.0070], [-0.0098, 0.0174, 0.0472], [0.0098, -0.0197, 0.0186], [-0.0066, -0.0162, -0.0845], [0.0252, 0.0281, -0.0136], [-0.1708, -0.1001, -0.0071], [0.0293, 0.0520, 0.0745], [0.0190, 0.0039, 0.0514], [0.0115, -0.0163, 0.0025], [0.0431, -0.0537, -0.0564], [-0.1083, -0.6109, -1.7435], [-0.7329, 0.8368, -0.1710], [0.2857, -0.2218, -0.0458], [0.8306, 0.5888, 0.1260], [0.2999, 0.0156, -0.0874], [-0.3595, -0.2328, 0.1234], [0.0991, 0.0653, -0.0509], [-0.0363, 0.1464, 0.0038], [0.2618, -0.2442, -0.1788], [-0.0200, -0.0972, 0.1077], [-0.3230, 0.2794, 0.1184], [-0.3399, -0.3928, 0.1670], [0.3592, 1.6763, 0.2637], [0.2028, 0.1874, -0.1560], [-0.0440, -0.5126, -0.2593], [0.0515, 0.1112, 0.2627], [-0.0622, 0.0009, -0.0103], [-0.0174, 0.0174, 0.0420], [0.0860, -0.0425, -0.0565], [-0.1189, -0.0931, 0.1740], [0.1185, 0.0599, -0.0011], [0.0252, -0.0614, 0.0023], [-0.0159, -0.0164, 0.0026], [0.0281, -0.0100, -0.0164], [0.0023, -0.0886, -0.0032], [-0.0525, -0.0613, -0.0783], [-0.0031, 0.0068, -0.0753], [-0.0058, -0.0253, -0.0216], [-0.0206, -0.0007, 0.0196], [-0.0367, 0.0431, 0.0579], [0.0486, 0.0704, -0.1120], [0.8279, -0.4642, 0.0368], [-0.1751, -0.0699, 1.1718], [-0.4366, 0.1145, 0.1315], [0.1073, 0.3635, 0.0130], [0.3054, 0.0164, -0.3671], [-0.1236, -0.1615, -0.2527], [0.0724, -0.0827, -0.1061], [0.0768, 0.0853, -0.2079], [-0.2253, -0.1143, 0.0622], [0.1513, 0.6098, -1.1651], [-0.3400, 0.9665, -0.8116], [1.5593, -1.1652, 1.3298], [0.0598, 0.0910, 0.0016], [-0.7153, 0.9908, 1.1522]], "lowdin_spin": [0.88, 0.00, 0.00, 0.00, 0.00, 0.00, 0.00, 0.00, 0.00, 0.00, 0.01, 0.00, 0.00, 0.00, 0.00, 0.00, 0.00, 0.00, 0.00, 0.00, 0.00, 0.00, 0.00, 0.00, 0.00, 0.00, 0.00, 0.00, 0.00, 0.00, 0.00, 0.00, 0.00, 0.00, 0.00, 0.00, 0.00, 0.00, 0.00, 0.00, 0.00, 0.00, 0.00, 0.00, 0.00, 0.00, 0.00, 0.00, 0.01, 0.00, 0.01, 0.00, 0.01, 0.00, 0.02, 0.00, 0.02, 0.00, 0.00, 0.00, 0.00, 0.00, 0.00, 0.00, 0.00, 0.00, 0.00, 0.00, 0.00, 0.00, 0.00, 0.00, 0.00, 0.00, 0.00, 0.00, 0.00, 0.00, 0.00, 0.00, 0.00, 0.00, 0.00, 0.02, 0.02, 0.00, 0.00, 0.00, 0.00, 0.00], "e_tot_ha": -6025.15522, "spin_multiplicity": 2, "e_lumo_ev": [2.8, 2.8], "relative_energy_kj_mol": 0.0, "charge": -2, "orbital_gap_ev": [3.5, 3.5]}